Entry 1:
Here is a structure of composition C26H34BaN7OP at a distorted geometry from the OMol25 dataset. Energies are from ωB97M-V with the def2-TZVPD basis set.

Geometry (Å):
Ba 0.1969 0.1670 -1.7971
N -1.0093 2.1111 0.3183
C -2.4378 2.1845 0.3255
C -3.0810 3.4033 0.4900
C -4.4641 3.4653 0.5376
C -5.2175 2.3074 0.4227
C -4.5846 1.0935 0.2159
C -3.1919 1.0125 0.1629
P -2.3363 -0.5303 -0.2863
C -1.5015 -1.0887 1.2404
C -1.5585 -0.3835 2.4412
C -0.9027 -0.8743 3.5644
C -0.2016 -2.0686 3.4955
C -0.1434 -2.7781 2.3008
C -0.7812 -2.2844 1.1738
C -3.6350 -1.7885 -0.4988
C -3.9915 -2.2499 -1.7610
C -5.0032 -3.1910 -1.8956
C -5.6588 -3.6712 -0.7729
C -5.3030 -3.2184 0.4915
C -4.2933 -2.2819 0.6323
H -0.6034 3.0146 0.5213
H -0.6813 1.4447 1.0143
H -2.5009 4.3147 0.5855
H -4.9556 4.4193 0.6733
H -6.2962 2.3481 0.4887
H -5.1791 0.2031 0.0707
H -2.1445 0.5264 2.5138
H -0.9551 -0.3299 4.4982
H 0.2901 -2.4580 4.3772
H 0.3856 -3.7215 2.2544
H -0.7642 -2.8530 0.2480
H -3.4915 -1.8725 -2.6458
H -5.2803 -3.5489 -2.8780
H -6.4504 -4.4008 -0.8795
H -5.8099 -3.5914 1.3718
H -4.0154 -1.9301 1.6182
C 2.1408 -0.0214 1.6300
N 3.1872 -0.2713 2.5983
C 4.3324 0.5926 2.2905
N 4.8364 0.3454 0.9364
C 3.7733 0.5899 -0.0133
N 2.5862 -0.2748 0.2315
C 3.0574 -1.6884 0.1726
N 4.1113 -1.9543 1.1246
C 3.6138 -1.6701 2.4733
C 5.2404 -1.0623 0.8433
H 1.8321 1.0266 1.7079
H 1.2877 -0.6698 1.8492
H 5.1281 0.3964 3.0083
H 4.0284 1.6378 2.3785
H 4.1426 0.3958 -1.0240
H 3.4611 1.6359 0.0607
H 3.4285 -1.8875 -0.8369
H 2.2081 -2.3445 0.3857
H 4.4048 -1.8672 3.1961
H 2.7640 -2.3219 2.6876
H 5.6190 -1.2652 -0.1602
H 6.0337 -1.2538 1.5647
C 2.7970 2.9170 -6.0351
N 2.1531 2.0569 -5.0495
C 1.9360 2.3725 -3.7751
N 2.3583 3.5612 -3.3330
O 1.3372 1.5597 -2.9911
H 2.8699 2.3754 -6.9720
H 3.8065 3.1857 -5.7202
H 2.2141 3.8234 -6.2067
H 1.8162 1.1593 -5.3515
H 2.8284 4.2160 -3.9348
H 2.2177 3.8042 -2.3691

HOMO-LUMO gap = 7.74 eV
E = -1836.14495 hartree
charge = +2
HOMO = -0.4930 hartree
LUMO energy = -5.6792 eV
relative energy (zero: lowest compared OMol25 entry of this formula, charge and spin) = 20.5 kcal/mol
2S+1 = 1

Entry 2:
Here is a structure of composition BrN3O9Pb3 at a distorted geometry from the OMol25 dataset. Energies are from ωB97M-V with the def2-TZVPD basis set.

Geometry (Å):
Pb 1.5319 -2.0079 -3.7587
Pb -3.2701 -2.4091 -1.9194
Pb 2.4002 0.7570 0.8695
Br -3.7898 -1.1020 0.5828
N 0.5955 2.5980 -1.5997
O -0.2213 3.5672 -1.6778
O 1.3379 2.2920 -2.5581
O 0.9203 2.0734 -0.5625
N 0.4076 -0.2371 3.6357
O 0.4459 -1.4680 3.5450
O -0.7082 0.0418 4.1039
O 1.0696 0.4685 2.8115
N -0.1529 -1.1129 -0.8688
O 0.3588 -0.6749 0.1853
O 0.2878 -0.9780 -2.0627
O -1.2131 -1.8079 -0.7259

HOMO-LUMO gap = 1.92 eV
E = -3992.78967 hartree
charge = +2
HOMO = -0.4930 hartree
LUMO energy = -11.5008 eV
2S+1 = 1

Entry 3:
Here is a structure of composition C30H38BiN4O2 at a distorted geometry from the OMol25 dataset. Energies are from ωB97M-V with the def2-TZVPD basis set.

Geometry (Å):
Bi 0.1491 0.7999 -1.4773
N -4.3487 1.0322 -1.1443
N 1.0791 -0.1221 -4.6144
C 1.1163 -1.0565 1.9329
C 0.1121 -1.9158 1.4000
C -1.1569 -1.3567 1.7230
C -2.4866 -1.8790 1.3594
H -2.4327 -2.9361 1.0807
H -2.9066 -1.3451 0.5006
H -3.1985 -1.7295 2.1863
C -0.9386 -0.1491 2.4313
C -1.9786 0.7556 2.9555
H -2.0372 0.6955 4.0541
H -2.9560 0.4867 2.5493
H -1.7628 1.7952 2.6814
C 0.4582 0.0288 2.5798
C 1.0757 1.1253 3.3519
H 0.6565 2.0943 3.0447
H 2.1602 1.1502 3.2069
H 0.8703 1.0065 4.4297
C 0.3450 -3.1905 0.6906
H 0.4930 -4.0226 1.3988
H 1.2382 -3.1449 0.0539
H -0.5192 -3.4378 0.0660
C 2.5770 -1.2898 1.8902
H 3.1244 -0.3448 2.0052
H 2.8813 -1.7363 0.9325
H 2.9028 -1.9701 2.6987
C -5.0724 1.9750 -1.7612
H -6.1231 2.1133 -1.4654
C -4.5531 2.8190 -2.7617
H -5.1719 3.6280 -3.1340
C -3.2805 2.5337 -3.2772
H -2.8413 3.1327 -4.0683
C -2.5557 1.5084 -2.7241
H -1.5123 1.3019 -3.0627
C -3.0387 0.9309 -1.4949
C -2.0002 0.3516 -0.6891
H -1.9206 -0.7626 -0.8355
C 1.6283 -0.0088 -3.4099
C 1.2443 -1.4517 -5.0014
H 0.6007 -1.9331 -5.7243
C 2.3418 -1.9212 -4.3328
H 2.9734 -2.7741 -4.5388
N 2.6314 -1.0170 -3.3000
C 3.6453 -1.1470 -2.3102
C 4.1309 -2.4267 -1.9445
C 5.3394 -2.4900 -1.2389
H 5.7549 -3.4726 -1.0227
C 5.9782 -1.3399 -0.7691
C 7.2712 -1.3903 -0.0087
H 7.2686 -0.6555 0.8026
H 8.1290 -1.1437 -0.6480
H 7.4551 -2.3782 0.4195
C 5.3859 -0.1060 -1.0096
H 5.8098 0.8008 -0.6012
C 4.2487 0.0233 -1.7992
C 3.6673 1.3663 -2.0680
H 3.3246 1.5242 -3.0998
H 4.4443 2.1072 -1.8364
H 2.8214 1.5689 -1.3886
C 3.3525 -3.6711 -2.2256
H 3.3806 -3.9818 -3.2752
H 2.3050 -3.5925 -1.9020
H 3.8224 -4.4908 -1.6735
N -0.5572 5.8859 0.6363
C 0.1731 5.2792 -0.4995
C -0.1185 3.8067 -0.3848
O -0.8773 3.4387 0.5447
O 0.4443 3.0789 -1.2825
H -1.3706 5.2702 0.8449
H -0.8030 6.8555 0.4517
H 0.0616 5.8698 1.4507
H -0.2108 5.6611 -1.4439
H 1.2452 5.4736 -0.4349

HOMO-LUMO gap (spin up / spin down) = 2.69 / 2.70 eV
E = -1749.79923 hartree
charge = -1
HOMO (spin up / spin down) = -0.0711 / -0.0716 hartree
LUMO energy (spin up / spin down) = 0.7503 / 0.7493 eV
2S+1 = 1